{
  "formula": "C28H42BrFNO18",
  "method": "ωB97M-V/def2-TZVPD",
  "species": ["C", "C", "C", "C", "C", "F", "C", "C", "N", "C", "C", "C", "Br", "H", "H", "H", "H", "H", "H", "H", "H", "H", "H", "H", "H", "H", "H", "H", "H", "H", "H", "C", "C", "O", "C", "O", "O", "H", "H", "H", "H", "C", "C", "O", "C", "O", "O", "H", "H", "H", "H", "C", "C", "O", "C", "O", "O", "H", "H", "H", "H", "C", "C", "O", "C", "O", "O", "H", "H", "H", "H", "C", "C", "O", "C", "O", "O", "H", "H", "H", "H", "C", "C", "O", "C", "O", "O", "H", "H", "H", "H"],
  "positions_angstrom": [[2.873012, -3.130273, -1.880403], [2.418647, -2.838409, -0.569192], [3.323778, -1.847438, 0.277947], [2.686617, -0.399847, 0.542373], [1.373969, -0.349403, 1.501139], [1.341976, 0.877311, 2.297475], [1.249398, -1.610860, 2.470705], [2.379771, -1.677521, 3.619336], [3.901332, 0.369978, 1.049281], [4.558632, 1.147033, -0.094195], [3.563098, 1.247792, -1.379596], [2.270875, 0.525309, -0.705634], [0.869332, -0.080153, -1.966434], [3.804951, -2.588044, -2.253367], [2.375710, -3.892000, -2.552803], [1.457526, -3.276741, -0.148535], [3.592620, -2.353682, 1.276164], [4.332991, -1.693443, -0.255901], [0.403354, -0.323849, 0.890514], [1.187076, -2.608704, 1.913560], [0.227701, -1.500120, 3.013868], [2.570200, -2.789414, 3.850099], [1.977950, -1.231660, 4.594478], [3.391764, -1.249231, 3.318538], [4.668838, -0.220700, 1.428328], [3.742752, 1.109107, 1.750735], [4.571276, 2.232376, 0.253150], [5.496399, 0.706249, -0.554725], [3.927864, 0.838499, -2.371347], [3.149414, 2.306479, -1.521249], [1.753739, 1.405788, -0.171616], [-1.705756, 3.169329, 1.727381], [-1.912789, 1.742016, 2.128687], [-3.004543, 1.332862, 1.313918], [-3.017568, 2.149416, 0.226605], [-3.700272, 1.973773, -0.741604], [-2.152380, 3.186458, 0.376722], [-0.660569, 3.474074, 1.794454], [-2.313756, 3.861676, 2.311323], [-1.048428, 1.112446, 1.900497], [-2.156530, 1.638810, 3.186731], [-5.359430, 5.596207, 4.778684], [-4.783204, 4.259270, 5.136378], [-3.699559, 4.125134, 4.223765], [-3.336040, 5.381341, 3.845491], [-2.350261, 5.637729, 3.213943], [-4.232665, 6.305080, 4.275942], [-5.789029, 6.109450, 5.639469], [-6.115266, 5.529898, 3.991185], [-4.391526, 4.231202, 6.157008], [-5.501009, 3.448003, 5.010216], [-1.484594, -1.842310, -3.776906], [-1.039368, -1.787868, -5.207620], [-1.130501, -3.144405, -5.621171], [-2.032358, -3.754484, -4.802882], [-2.467490, -4.851939, -4.978914], [-2.372996, -2.950060, -3.757763], [-1.995746, -0.930147, -3.464201], [-0.657773, -2.040778, -3.087842], [-1.703830, -1.182148, -5.830241], [-0.018925, -1.416421, -5.313673], [-3.292707, -3.291686, 5.016499], [-3.207897, -2.764446, 3.615760], [-2.114062, -1.855987, 3.683911], [-1.336401, -2.242551, 4.730542], [-0.248430, -1.794775, 4.963966], [-1.947993, -3.198637, 5.474224], [-3.645637, -4.322646, 5.053832], [-3.927869, -2.675487, 5.658833], [-2.974111, -3.545718, 2.887193], [-4.119822, -2.253189, 3.305863], [-3.995572, 5.366808, -2.761202], [-3.977336, 3.924756, -3.169967], [-4.668033, 3.935753, -4.413421], [-4.558249, 5.193016, -4.922725], [-4.881517, 5.502633, -6.030622], [-4.031143, 6.051801, -4.006999], [-3.111968, 5.649364, -2.187494], [-4.889694, 5.628485, -2.188000], [-2.962890, 3.548345, -3.332058], [-4.482018, 3.281891, -2.450727], [7.334967, -5.174245, -4.431623], [5.923955, -4.946255, -4.883017], [5.265924, -4.553072, -3.683882], [6.215969, -4.051870, -2.850879], [5.979890, -3.479019, -1.824438], [7.465032, -4.282212, -3.330092], [8.064447, -4.942227, -5.208115], [7.503027, -6.196028, -4.080517], [5.843094, -4.135888, -5.612956], [5.468646, -5.844960, -5.300165]],
  "atomic_forces_ev_per_a": [[-0.845, 0.717, 2.826], [1.659, -0.071, -3.045], [-0.621, -0.612, -0.254], [-0.939, -0.366, -0.743], [-0.308, -1.551, 0.957], [0.701, -1.581, -1.274], [-0.418, 0.706, 0.931], [-0.496, -0.985, 0.127], [1.192, 0.916, -0.237], [-0.591, 2.113, -2.925], [-2.013, -0.524, 1.586], [0.366, 1.594, 0.433], [0.973, 0.224, 0.828], [-1.460, -1.090, 0.517], [0.569, 1.144, 0.933], [1.571, 0.591, -0.511], [-0.562, 0.961, -1.263], [-1.582, -0.297, 0.458], [1.738, 0.107, 0.428], [0.242, 1.685, 0.416], [1.997, -0.089, -1.147], [-0.234, 1.678, -0.313], [0.830, -0.386, -1.622], [-1.323, -0.304, 0.406], [-1.037, -0.051, -0.053], [-0.676, -0.709, 0.012], [1.003, -1.660, -0.289], [-0.843, 0.530, 1.630], [-0.311, 0.216, 1.545], [1.197, -1.424, -0.032], [0.593, -1.370, -0.815], [0.289, 0.496, 0.605], [0.389, -0.427, 0.652], [-0.121, 0.351, -0.517], [-0.362, -0.046, -0.578], [0.426, 0.038, 0.634], [-0.417, -0.617, -0.415], [-0.122, 0.074, -0.165], [0.311, -0.315, -0.308], [-0.082, 0.016, 0.026], [-0.117, -0.087, -0.152], [-0.790, 0.313, 0.183], [-0.405, -0.586, 0.575], [0.223, 0.432, -0.263], [0.488, 0.665, -0.225], [-0.706, -0.002, 0.592], [0.545, -0.517, -0.205], [0.167, 0.106, -0.140], [0.074, -0.003, 0.028], [0.016, 0.029, -0.085], [0.210, -0.007, -0.114], [-0.035, 0.510, 0.565], [0.320, 0.570, -0.464], [-0.234, -0.169, 0.396], [-0.432, -1.063, -0.250], [0.333, 0.774, 0.164], [0.160, -0.170, -0.366], [-0.118, -0.181, 0.037], [-0.038, -0.096, -0.079], [0.017, -0.043, 0.060], [-0.046, -0.191, -0.102], [-0.686, -0.397, 0.360], [-0.667, -0.186, -0.653], [0.487, 0.012, 0.466], [0.415, 0.046, 0.517], [-0.944, -0.285, 0.100], [0.453, 0.511, -0.443], [0.207, 0.069, 0.107], [0.074, -0.017, -0.037], [0.020, 0.054, 0.061], [0.224, 0.115, -0.030], [0.154, 0.327, 0.661], [0.024, -0.697, 0.470], [0.038, 0.588, -0.183], [-0.303, 0.212, -0.981], [0.235, -0.190, 0.742], [-0.125, -0.324, -0.317], [-0.064, 0.118, -0.170], [0.026, -0.033, -0.053], [-0.040, 0.035, 0.016], [0.036, -0.003, -0.263], [0.615, -0.488, -0.431], [-0.308, -0.239, -0.823], [0.362, 0.267, 0.535], [0.075, 0.191, 0.474], [0.174, -0.171, -0.536], [-0.680, 0.240, 0.319], [0.015, 0.100, 0.223], [-0.031, 0.081, 0.011], [0.010, -0.028, 0.075], [-0.111, 0.125, 0.181]],
  "charge": 1,
  "energy_ha": -5174.78142,
  "e_homo_ha": -0.43825
}

---

{
  "formula": "C28H42FN5OPPbSi",
  "method": "ωB97M-V/def2-TZVPD",
  "species": ["Pb", "C", "Si", "C", "C", "N", "C", "C", "C", "C", "C", "C", "F", "H", "H", "H", "H", "H", "H", "H", "H", "H", "H", "H", "H", "H", "O", "P", "N", "C", "C", "C", "C", "N", "C", "C", "C", "C", "N", "C", "C", "C", "C", "H", "H", "H", "H", "H", "H", "H", "H", "H", "H", "H", "H", "H", "H", "H", "H", "H", "H", "H", "H", "H", "H", "H", "H", "N", "C", "C", "C", "C", "C", "C", "C", "H", "H", "H", "H", "H"],
  "positions_angstrom": [[13.772244, 15.747281, 5.476649], [18.146209, 14.785195, 5.381149], [16.949318, 15.213046, 6.760654], [15.954428, 13.655021, 7.133039], [17.909423, 15.727651, 8.322483], [15.834243, 16.460779, 6.262014], [16.135156, 17.797430, 6.406725], [17.441475, 18.339429, 6.494477], [17.640449, 19.688753, 6.823913], [16.553672, 20.533605, 6.954907], [15.262588, 20.122067, 6.687235], [15.068312, 18.781249, 6.378856], [13.769059, 18.389063, 6.150544], [18.664309, 13.840762, 5.551434], [18.849321, 15.612096, 5.173662], [17.597892, 14.532778, 4.409870], [16.537344, 12.872115, 7.719216], [15.634105, 13.051054, 6.250771], [15.054595, 13.859359, 7.753155], [17.554693, 15.085583, 9.144450], [17.619660, 16.777923, 8.600007], [19.000244, 15.695480, 8.284838], [18.303350, 17.629622, 6.509170], [18.625101, 20.124153, 6.937472], [16.700027, 21.550164, 7.309507], [14.438397, 20.836202, 6.703902], [12.547867, 15.431436, 7.292733], [11.299094, 15.666720, 8.157817], [11.664555, 16.825625, 9.252647], [12.933519, 16.898495, 10.008515], [12.949676, 18.315689, 10.539059], [11.507900, 18.752236, 10.652720], [10.793457, 18.001260, 9.524872], [10.985667, 14.269391, 8.969099], [11.513796, 12.977698, 8.465932], [11.465826, 12.006254, 9.685973], [11.205047, 12.859834, 10.912041], [10.668146, 14.220345, 10.404597], [9.898626, 16.094476, 7.352255], [9.853076, 17.081632, 6.241271], [8.349903, 17.329352, 6.026470], [7.679051, 16.078895, 6.572364], [8.515484, 15.795273, 7.783887], [13.778064, 16.728913, 9.329195], [13.002156, 16.210744, 10.855320], [13.487559, 18.952662, 9.806037], [13.453477, 18.449584, 11.495244], [11.398334, 19.845376, 10.560552], [11.027467, 18.523476, 11.636854], [10.695293, 18.598260, 8.622479], [9.758367, 17.726999, 9.821195], [12.546948, 13.101474, 8.100395], [10.933768, 12.578992, 7.577944], [12.411222, 11.486099, 9.822326], [10.718036, 11.236592, 9.489345], [12.187038, 13.005471, 11.410779], [10.590720, 12.333901, 11.642436], [11.153066, 15.048722, 10.927266], [9.571503, 14.276609, 10.507563], [10.248236, 16.609708, 5.274302], [10.403866, 17.979328, 6.475186], [8.093054, 17.506442, 4.960626], [8.022716, 18.218499, 6.623671], [7.734633, 15.258858, 5.817996], [6.609957, 16.247125, 6.740855], [8.421774, 14.707901, 8.024713], [8.205434, 16.433181, 8.625765], [13.289105, 13.091648, 5.048862], [13.359114, 11.967684, 5.399782], [13.437373, 10.616643, 5.843576], [12.936543, 9.621338, 4.998123], [13.001699, 8.266254, 5.349730], [13.490304, 7.929914, 6.583772], [13.987411, 8.908131, 7.448183], [14.009011, 10.255251, 7.080429], [12.446839, 9.880410, 4.047586], [12.773186, 7.473682, 4.644752], [13.340441, 6.903101, 6.926823], [14.467731, 8.624367, 8.369978], [14.377368, 10.995559, 7.772519]],
  "atomic_forces_ev_per_a": [[0.663, 0.871, -0.440], [-0.757, -0.324, -1.443], [0.809, 0.043, 0.019], [-0.241, -1.513, 0.439], [-0.989, 0.687, 0.354], [-0.531, -1.046, 0.278], [-1.337, 1.491, -0.781], [0.254, -0.364, 0.817], [-0.405, -0.474, -0.392], [0.302, 0.816, 0.294], [-0.252, -0.963, -0.272], [1.662, 0.331, 0.670], [-0.035, -0.688, -0.130], [0.411, 0.183, 0.392], [-0.179, -0.521, 0.040], [0.453, 0.701, 1.108], [-0.346, 1.181, -0.506], [0.151, 0.737, 0.352], [0.328, -0.039, -0.291], [0.279, 0.142, -0.124], [0.275, -0.923, -0.187], [-0.131, -0.146, -0.163], [-0.791, 0.787, -0.287], [0.083, -0.341, 0.114], [0.094, -0.057, -0.305], [0.111, -0.374, 0.043], [-1.214, 0.141, 0.332], [0.110, -0.166, 0.134], [-0.645, 0.404, 0.296], [0.182, 0.013, -0.264], [0.735, 1.055, -0.229], [-1.044, 0.465, 0.426], [-0.545, -0.235, 0.188], [0.638, -0.423, -0.257], [0.006, -0.583, -0.513], [-0.098, -0.014, -1.058], [0.889, 0.375, 0.297], [-0.589, -0.455, 0.156], [0.896, 0.195, -0.061], [-0.014, -1.236, -1.386], [-0.255, 1.045, -0.259], [-0.290, 0.056, -1.265], [0.053, -1.704, 0.670], [-0.148, -0.158, 0.216], [-0.260, -0.377, -0.211], [-0.362, -0.198, 0.371], [0.204, -0.297, -0.076], [0.052, -0.417, -0.150], [0.597, -0.182, -0.691], [0.120, 0.235, -0.107], [0.640, -0.104, -0.113], [-0.309, 0.085, 0.182], [0.378, 0.486, 1.036], [0.063, -0.080, -0.267], [-0.141, 0.133, 0.254], [-0.589, 0.175, -0.189], [-0.271, 0.345, -0.087], [-0.348, -0.075, -0.009], [0.352, 0.103, 0.289], [-0.134, 0.618, 1.334], [0.240, 0.311, -0.055], [0.280, 0.056, 0.696], [0.222, -0.634, -0.503], [0.183, 0.417, 0.601], [0.278, -0.079, 0.356], [0.213, 0.935, 0.336], [0.095, -0.294, -0.071], [0.256, -3.378, 1.044], [-0.246, 3.467, -0.790], [-0.076, -0.886, 0.144], [-0.336, -0.480, -0.756], [0.244, 0.854, -0.569], [-0.324, -0.284, 1.034], [0.385, 0.518, -0.406], [-0.557, -0.618, -0.258], [0.486, 0.059, 0.456], [-0.476, 0.290, 0.060], [0.630, 0.241, -0.098], [-0.220, -0.081, 0.270], [0.186, 0.161, -0.084]],
  "e_above_lowest_kcal_mol": 0.00,
  "charge": 1,
  "energy_ha": -2364.64232,
  "e_homo_ha": -0.35685
}